<i>
A gas-phase ion, C13H22NO2 (charge +1), computed with ωB97M-V/def2-TZVPD.

Values from the calculation:
- charge = +1
- Kohn-Sham gap (hartree) = 0.307
- SMILES = C[NH2+]CCCOc1cccc(OC(C)C)c1

Element x y z (Å)
C1 -4.40939 -1.56662 -0.99835
N1 -4.04515 -0.55388 0.00288
C2 -4.27361 0.85204 -0.42162
C3 -3.49258 1.78954 0.49453
C4 -1.98205 1.59830 0.34480
O1 -1.67202 0.25364 0.69136
C5 -0.35583 -0.19301 0.57123
C6 -0.15918 -1.54634 0.82526
C7 1.11954 -2.05725 0.73221
C8 2.19370 -1.25635 0.38657
C9 1.99825 0.09783 0.13002
O2 2.91411 1.01800 -0.21848
C10 4.32046 0.77532 -0.33247
C11 4.96772 0.38132 0.99340
C12 4.67622 -0.16914 -1.47936
C13 0.69864 0.62062 0.22495
H1 -5.46286 -1.48061 -1.26064
H2 -4.22422 -2.56431 -0.60639
H3 -3.81071 -1.42837 -1.89640
H4 -4.55355 -0.72957 0.87490
H5 -3.00680 -0.57553 0.24223
H6 -5.34153 1.07697 -0.39987
H7 -3.91793 0.95579 -1.44910
H8 -3.73573 2.82121 0.24487
H9 -3.77737 1.62087 1.53447
H10 -1.45358 2.28784 1.01054
H11 -1.67115 1.79877 -0.68822
H12 -0.99091 -2.17304 1.10677
H13 1.28644 -3.10417 0.93180
H14 3.16928 -1.70376 0.32569
H15 4.67984 1.77778 -0.59912
H16 4.74053 -0.64139 1.27856
H17 4.62478 1.04534 1.78348
H18 6.04573 0.47952 0.90295
H19 4.46816 -1.20824 -1.24305
H20 4.11522 0.10364 -2.37025
H21 5.73637 -0.07550 -1.69691
H22 0.58115 1.67275 0.02679

<ii>
A gas-phase ion, C13H22NO2 (charge +1), computed with ωB97M-V/def2-TZVPD.

Values from the calculation:
- charge = +1
- Kohn-Sham gap (hartree) = 0.350
- SMILES = CC[NH+](CC)CCOc1ccccc1OC

Element x y z (Å)
C1 -3.43886 -1.78043 -0.16025
C2 -2.41484 -1.29474 0.85433
N1 -1.52922 -0.17493 0.40412
C3 -2.01715 1.18086 0.76380
C4 -3.27985 1.61177 0.03837
C5 -1.04936 -0.29578 -0.98997
C6 0.03803 -1.39003 -0.98842
O1 0.74916 -1.32443 0.23672
C7 2.07359 -0.87299 0.17941
C8 3.09169 -1.80278 0.28953
C9 4.41305 -1.39227 0.28773
C10 4.70551 -0.04678 0.16972
C11 3.69242 0.89116 0.05924
C12 2.36222 0.49356 0.06395
O2 1.28837 1.34753 -0.03509
C13 1.56388 2.72834 -0.17597
H1 -2.97557 -2.32518 -0.97797
H2 -4.10897 -2.46986 0.34706
H3 -4.04093 -0.97437 -0.56628
H4 -2.92579 -0.95519 1.75651
H5 -1.76912 -2.13123 1.12826
H6 -0.62593 -0.31509 0.91263
H7 -2.18791 1.19659 1.84258
H8 -1.20586 1.87673 0.54293
H9 -3.16626 1.54461 -1.03988
H10 -3.48307 2.65003 0.28690
H11 -4.14150 1.02877 0.34853
H12 -0.60023 0.65742 -1.27019
H13 -1.85646 -0.53558 -1.67723
H14 0.70194 -1.26679 -1.84633
H15 -0.41607 -2.38516 -1.04082
H16 2.83059 -2.84502 0.38378
H17 5.20343 -2.11940 0.37621
H18 5.73107 0.28674 0.16513
H19 3.95227 1.93326 -0.02506
H20 2.15641 2.92597 -1.07234
H21 2.08133 3.12182 0.70191
H22 0.59801 3.22288 -0.27357

Decreasing stability: <i>, <ii>

<i>
A molecular structure, C3H7N3S, computed with ωB97M-V/def2-TZVPD.

Values from the calculation:
- Kohn-Sham gap (hartree) = 0.304

Element x y z (Å)
C1 0.87622 -0.87601 0.04547
C2 2.18525 -1.14208 0.13342
C3 -1.05498 0.64562 -0.00033
H1 1.19956 1.57502 1.19632
H2 0.51603 2.35346 -0.50531
H3 0.19652 -1.60492 -0.12774
H4 2.80484 -0.13495 -0.15563
H5 2.25628 -2.34532 0.17475
H6 -1.28407 1.72328 0.12931
H7 -3.87401 -1.38181 -0.64349
N1 1.22453 1.38302 -0.06050
N2 0.31536 0.31603 -0.11028
N3 -1.80643 -0.40003 -0.21380
S1 -3.55509 -0.11131 0.13779

<ii>
A molecular structure, C3H7N3S, computed with ωB97M-V/def2-TZVPD.

Values from the calculation:
- Kohn-Sham gap (hartree) = 0.330

Element x y z (Å)
C1 -1.57771 -0.45467 -0.59193
C2 -1.02097 1.01680 -0.52518
C3 1.13775 -0.18819 0.28854
H1 -0.97441 -0.92653 -1.59065
H2 -2.65518 -0.56626 -1.03627
H3 -1.30751 -1.22952 0.10147
H4 0.82069 1.85687 0.36745
H5 2.04558 -0.76855 1.76843
H6 0.54630 -0.32868 2.63671
H7 1.72594 -0.52301 -1.67986
N1 0.40053 1.12632 -0.20841
N2 1.27815 -0.17653 1.75677
N3 1.55253 -1.08277 -0.45135
S1 -1.97170 2.24470 -0.83571

<iii>
2 unconnected molecules or ions with the total composition C3H7N3S, computed with ωB97M-V/def2-TZVPD.

Values from the calculation:
- Kohn-Sham gap (hartree) = 0.340

Element x y z (Å)
C1 2.46483 -0.36854 0.41266
C2 -0.13344 -1.67941 -0.00182
C3 -2.25827 1.43359 -0.18242
N1 1.94954 0.43486 -0.37565
N2 1.47508 1.18101 -1.10405
N3 -0.69911 -0.59445 -0.11939
S1 -1.47363 0.31221 0.97304
H1 2.39285 -0.48097 1.50624
H2 3.13352 -0.97244 -0.11934
H3 0.48567 -2.12383 -0.82675
H4 -0.02676 -2.26195 1.03231
H5 -1.44840 1.94679 -0.78381
H6 -2.73751 2.21241 0.32313
H7 -3.12438 0.96073 -0.73415

Decreasing stability: <ii>, <iii>, <i>

<i>
A molecular structure, C3H7N3S, computed with ωB97M-V/def2-TZVPD.

Values from the calculation:
- Kohn-Sham gap (hartree) = 0.329

Element x y z (Å)
C1 0.45647 -0.58049 -0.34913
C2 1.64055 -0.48523 0.48916
C3 1.70802 -1.15676 1.74478
H1 0.13310 0.13451 -3.10553
H2 -1.01618 0.33089 -2.04225
H3 -0.90043 -0.80879 1.31514
H4 -2.41614 1.50385 -0.25079
H5 2.76440 0.05622 0.14147
H6 2.73750 -1.46960 2.22952
H7 0.86389 -1.67468 2.70392
N1 -0.39264 -0.39063 -2.45934
N2 0.64171 -0.58129 -1.65949
N3 -0.80084 -0.21140 0.40106
S1 -1.32088 1.47161 0.85775

<ii>
A single C3H7N3S molecule, computed with ωB97M-V/def2-TZVPD.

Values from the calculation:
- Kohn-Sham gap (hartree) = 0.358
- SMILES = C=N/N=C\CSN

Element x y z (Å)
C1 -1.87580 -1.47737 0.45925
N1 -2.29982 -0.52513 -0.20786
N2 -2.03093 0.76062 0.18428
C2 -0.99202 1.44370 0.16198
C3 0.26877 0.83270 -0.49268
S1 1.07576 -0.47318 0.49921
N3 2.65162 -0.26506 -0.09252
H1 -1.00051 -1.31009 1.12782
H2 -2.24296 -2.54125 0.16065
H3 -1.07498 2.42188 0.55603
H4 0.01251 0.41227 -1.42918
H5 1.02832 1.58756 -0.67806
H6 3.48267 0.10963 0.48065
H7 2.99740 -0.97628 -0.72957

Decreasing stability: <ii>, <i>

<i>
A gas-phase ion, C3H5O2 (charge +1), computed with ωB97M-V/def2-TZVPD.

Values from the calculation:
- charge = +1
- Kohn-Sham gap (hartree) = 0.472

Element x y z (Å)
C1 -1.45162 0.05329 -0.00180
C2 0.66073 -0.78844 -0.00334
C3 0.65695 0.73993 0.01282
O1 -0.89320 -1.06759 0.00652
O2 -0.74680 1.09625 -0.00631
H1 -2.54056 0.13526 -0.00822
H2 1.03941 -1.25186 -0.91670
H3 1.05691 -1.28924 0.87854
H4 1.08925 1.19512 0.90903
H5 1.12893 1.17729 -0.87054

<ii>
A gas-phase ion, C3H5O2 (charge +1), computed with ωB97M-V/def2-TZVPD.

Values from the calculation:
- charge = +1
- Kohn-Sham gap (hartree) = 0.317

Element x y z (Å)
C1 0.96111 0.43409 0.20640
C2 0.47575 -0.02637 -1.11865
C3 -1.13201 -0.08380 1.05280
O1 -0.83511 -0.50130 -0.98074
O2 0.18013 0.23625 1.14326
H1 1.98515 0.61993 0.40997
H2 0.39923 0.64928 -2.04906
H3 1.17560 -0.84931 -1.46073
H4 -1.85656 0.54396 1.28593
H5 -1.35330 -1.02273 1.51081

Decreasing stability: <i>, <ii>

<i>
A molecular structure, C4H12O2, computed with ωB97M-V/def2-TZVPD.

Values from the calculation:
- Kohn-Sham gap (alpha / beta) (hartree) = 0.312 / 0.312

Element x y z (Å)
C1 0.90695 0.04438 0.86795
C2 0.80873 -1.53518 -1.79172
C3 1.01819 1.49327 0.62145
O1 0.26695 -0.37071 -1.23913
H1 1.66481 -0.61045 0.46648
H2 0.51113 -0.26910 1.82097
H3 1.83273 -1.72650 -1.42181
H4 0.88989 -1.43914 -2.88246
H5 0.21144 -2.43212 -1.57054
H6 1.71491 1.89718 1.37207
H7 0.06725 2.00306 0.78330
H8 1.38525 1.70949 -0.37708
C4 -2.14871 0.39738 0.75293
O2 -1.18749 -0.61459 0.58336
H9 -0.67272 -0.57136 -0.42330
H10 -1.96735 0.95328 1.68429
H11 -2.15167 1.11357 -0.07857
H12 -3.15028 -0.04245 0.83181

<ii>
3 unconnected molecules or ions with the total composition C4H12O2, computed with ωB97M-V/def2-TZVPD.

Values from the calculation:
- Kohn-Sham gap (hartree) = 0.403
- SMILES = C=CCC.O.O

Element x y z (Å)
C1 0.09798 1.90667 -1.54767
C2 0.36737 0.87461 -0.73043
C3 0.34861 -0.65858 -1.01469
C4 -0.15687 -1.79272 -0.14716
H1 0.54441 2.85711 -1.20608
H2 -0.25865 1.74449 -2.55442
H3 0.74800 1.16579 0.18528
H4 -0.23971 -0.71907 -1.93779
H5 1.30720 -0.95876 -1.44096
H6 -1.16997 -1.54356 0.19690
H7 -0.35555 -2.73830 -0.68347
H8 0.51105 -2.30037 0.64957
O1 1.11661 0.11052 2.59601
H9 0.94521 -0.35333 3.38328
H10 0.39181 0.53582 2.13747
O2 -1.46273 0.79740 1.06063
H11 -1.61249 -0.08453 0.84354
H12 -1.12227 1.15680 0.20999

Decreasing stability: <ii>, <i>

<i>
3 unconnected molecules or ions with the total composition C4H12O2, computed with ωB97M-V/def2-TZVPD.

Values from the calculation:
- Kohn-Sham gap (hartree) = 0.379
- SMILES = C=CCC.O.O

Element x y z (Å)
C1 0.24537 0.19143 1.25294
C2 0.66992 0.35850 0.00398
C3 0.18066 1.17702 -1.21233
C4 1.21685 1.45099 -2.41913
H1 0.94353 -0.39475 2.00818
H2 -0.80509 0.26164 1.54391
H3 1.49820 -0.32329 -0.37032
H4 -0.64258 0.71285 -1.79478
H5 -0.06928 2.19337 -0.90593
H6 1.46576 0.52907 -2.88869
H7 0.68968 2.10048 -3.14727
H8 2.21488 1.82337 -2.03782
O1 0.55621 -2.90351 0.52835
H9 0.35269 -2.16556 1.12194
H10 0.56452 -2.50311 -0.35554
O2 -2.81818 -0.54399 2.98074
H11 -2.50866 -1.45712 2.90354
H12 -3.75449 -0.50739 2.78823

<ii>
2 unconnected molecules or ions with the total composition C4H12O2, computed with ωB97M-V/def2-TZVPD.

Values from the calculation:
- Kohn-Sham gap (hartree) = 0.404
- SMILES = CCCCO.O

Element x y z (Å)
C1 0.48881 -1.73521 -2.15135
C2 0.19942 -0.31391 -1.64638
C3 -0.33786 -0.23277 -0.13995
C4 0.75380 0.27180 0.81398
O1 0.37466 0.23983 2.18168
H1 0.80314 -2.40860 -1.44865
H2 0.99709 -1.68401 -3.15744
H3 -0.39703 -2.35237 -2.48524
H4 1.07128 0.31791 -1.84269
H5 -0.69557 -0.04633 -2.33091
H6 -1.32178 0.33049 0.07746
H7 -0.63768 -1.28562 0.18866
H8 0.77871 1.32737 0.59567
H9 1.61549 -0.30916 0.55219
H10 0.41615 -0.78375 2.52748
O2 -1.61493 3.23457 2.79302
H11 -0.58420 3.09545 2.84491
H12 -1.90949 2.33431 2.62757

Decreasing stability: <ii>, <i>